{"formula": "C4H13N2", "method": "the ωB97M-V functional and the def2-TZVPD basis", "species": ["C", "N", "C", "C", "N", "C", "H", "H", "H", "H", "H", "H", "H", "H", "H", "H", "H", "H", "H"], "positions_angstrom": [[0.4350, -2.0337, -0.9229], [0.9671, -0.6712, -0.8468], [1.4178, -0.0469, 0.4021], [0.1330, 0.3357, 1.2301], [-1.0444, 0.4630, 0.3282], [-1.3479, 1.9429, -0.0860], [-0.2307, -2.3242, -0.1103], [1.3142, -2.6841, -0.9769], [-0.1516, -2.1653, -1.8266], [1.4320, -0.4171, -1.6972], [1.9489, -0.8280, 0.9451], [1.9225, 0.8880, 0.1752], [-0.1297, -0.5343, 1.8440], [0.2045, 1.2107, 1.8603], [-1.9438, 0.1093, 0.6233], [-0.6334, 0.0727, -0.5634], [-0.4785, 2.5713, -0.2422], [-1.8347, 2.3076, 0.8148], [-1.9803, 1.8035, -0.9508]], "forces_ev_per_angstrom": [[1.2333, -0.2120, 0.0251], [-1.5200, 1.2067, -0.2601], [-1.6194, -0.6937, -0.8500], [-0.7262, -1.8218, 0.6278], [1.3411, 3.0441, -1.6086], [-0.2945, -1.5454, 1.3972], [0.2690, 0.2197, 0.3113], [-0.5205, -0.5982, 0.2118], [0.0758, 0.1508, -0.2347], [0.4065, 0.1998, 0.0725], [0.5559, 0.7355, 0.4936], [0.6548, -0.4206, 0.0084], [0.2798, 0.3405, 0.2585], [0.2433, 0.1445, 0.0495], [0.2128, -0.6284, 0.2252], [-0.2291, -0.7915, 0.1007], [0.3456, -0.5183, -0.3142], [-0.4762, 0.4739, -0.4162], [-0.2318, 0.7143, -0.0978]], "homo_lumo_gap_ev": 10.33, "lumo_energy_ev": -3.1, "largest_force_ev_per_a": 3.69, "e_above_lowest_kj_mol": 166.54, "e_tot_ha": -269.4373, "smiles": "CNCC[NH2+]C", "total_charge": 1, "spin_multiplicity": 1}



{"formula": "C4H13N2", "method": "the ωB97M-V functional and the def2-TZVPD basis", "species": ["C", "N", "C", "C", "C", "N", "H", "H", "H", "H", "H", "H", "H", "H", "H", "H", "H", "H", "H"], "positions_angstrom": [[0.4316, 1.9890, 1.4611], [0.9007, 1.0653, 0.3815], [0.7294, -0.3511, 0.6810], [-0.1107, -1.0964, -0.3921], [-1.6319, -1.1102, -0.3386], [0.2370, -0.4506, -1.7705], [1.2016, 2.0880, 2.2212], [0.1191, 2.9093, 0.9767], [-0.4506, 1.5424, 1.9145], [1.8845, 1.1720, 0.2921], [0.1094, -0.5308, 1.5548], [1.6456, -0.9059, 0.8625], [0.2781, -2.1024, -0.5033], [-2.0933, -0.3467, -0.9715], [-2.0957, -0.9377, 0.6355], [-2.0503, -2.0477, -0.6729], [1.0868, 0.1094, -1.7258], [0.3031, -1.1618, -2.5010], [-0.4944, 0.1659, -2.1052]], "forces_ev_per_angstrom": [[-0.1519, -0.8075, -0.8357], [-0.4800, -0.6319, 0.5061], [-1.5393, -0.5183, -0.0105], [0.4958, 0.6080, -1.2022], [-0.7350, 0.3593, 0.3497], [-0.0345, -0.6954, -0.1913], [-0.0776, 0.4324, 0.0887], [0.2903, 0.2726, 0.3678], [-0.0512, 0.0748, 0.0657], [0.8326, 0.5908, -0.1746], [0.1820, 0.3183, 0.5345], [0.2987, 0.1358, -0.2119], [-0.0584, -0.2137, 0.1917], [0.1959, 0.0965, 0.0184], [0.5546, -0.0257, 0.1813], [0.0956, -0.3847, -0.2052], [0.1019, 0.0374, 0.0794], [0.3052, -0.0505, 0.1172], [-0.2246, 0.4017, 0.3309]], "homo_lumo_gap_ev": 10.27, "lumo_energy_ev": -3.3, "largest_force_ev_per_a": 1.62, "e_above_lowest_kj_mol": 136.83, "e_tot_ha": -269.4486, "smiles": "CNC[C@@H](C)[NH3+]", "total_charge": 1, "spin_multiplicity": 1}



- What is the formula in the first record?
  C4H13N2